Model i:
This record from OMol25 describes a cluster of 9 separate species, C81H171N9O9 in total. The level of theory is the ωB97M-V functional and the def2-TZVPD basis.

Geometry as ORCA input:
```
! RIJCOSX wB97M-V def2-TZVPD def2/J DEFGRID3
* xyz 0 1
C 5.909 -1.682 -2.127
C 5.785 -0.797 -0.871
C 4.792 0.366 -1.166
C 4.247 1.212 -0.023
C 3.735 0.192 1.036
C 4.769 -0.931 1.368
N 5.192 -1.601 0.201
O 5.962 -2.703 0.463
C 5.929 -0.327 2.293
C 3.886 -1.854 2.265
C 7.125 -0.075 -0.490
H 6.125 -1.044 -2.984
H 4.998 -2.221 -2.386
H 6.716 -2.409 -2.036
H 5.365 1.120 -1.705
H 3.974 -0.067 -1.742
H 3.489 1.913 -0.373
H 4.988 1.854 0.453
H 2.846 -0.160 0.513
H 3.313 0.674 1.918
H 5.554 -0.110 3.294
H 6.756 -1.017 2.461
H 6.341 0.643 2.015
H 4.325 -2.701 2.792
H 3.383 -1.276 3.040
H 3.198 -2.335 1.570
H 6.989 0.852 0.066
H 7.604 0.201 -1.430
H 7.757 -0.791 0.034
H 5.369 -3.420 0.228
C 6.970 4.128 3.761
C 6.163 5.199 2.996
C 6.519 4.961 1.449
C 5.665 5.621 0.367
C 4.202 5.264 0.675
C 3.690 5.515 2.173
N 4.699 4.992 3.136
O 4.278 5.242 4.471
C 3.353 7.045 2.360
C 2.461 4.591 2.311
C 6.609 6.626 3.428
H 8.043 4.100 3.572
H 6.637 3.147 3.423
H 6.804 4.313 4.822
H 7.542 5.295 1.275
H 6.482 3.909 1.168
H 6.006 5.323 -0.625
H 5.820 6.699 0.420
H 4.215 4.209 0.402
H 3.517 5.786 0.006
H 4.145 7.731 2.059
H 2.502 7.199 1.696
H 3.080 7.125 3.412
H 2.795 3.581 2.549
H 1.814 4.925 3.123
H 1.938 4.530 1.357
H 6.513 6.882 4.484
H 6.027 7.317 2.818
H 7.580 6.881 3.003
H 4.129 4.388 4.883
C -3.761 -2.790 5.568
C -4.370 -2.324 4.291
C -5.019 -3.684 3.728
C -6.058 -3.515 2.704
C -7.103 -2.468 3.019
C -6.387 -1.100 3.434
N -5.378 -1.308 4.458
O -4.866 -0.144 4.989
C -5.771 -0.454 2.133
C -7.562 -0.180 3.904
C -3.159 -1.923 3.411
H -3.225 -2.020 6.123
H -3.102 -3.648 5.433
H -4.531 -3.135 6.258
H -4.219 -4.275 3.282
H -5.387 -4.365 4.495
H -6.591 -4.436 2.466
H -5.554 -3.376 1.748
H -7.657 -2.798 3.898
H -7.980 -2.416 2.374
H -4.909 0.185 2.327
H -5.505 -1.199 1.383
H -6.534 0.200 1.710
H -7.311 0.790 4.334
H -8.284 -0.057 3.097
H -7.995 -0.713 4.751
H -3.454 -1.670 2.393
H -2.268 -2.547 3.344
H -2.584 -1.070 3.772
H -5.047 -0.092 5.931
C -1.104 -6.516 -7.477
C -1.141 -6.114 -5.938
C 0.117 -5.253 -5.676
C -0.071 -3.822 -6.203
C -1.445 -3.081 -5.740
C -2.715 -3.976 -5.883
N -2.416 -5.369 -5.618
O -3.495 -6.187 -5.709
C -3.819 -3.460 -4.899
C -3.184 -3.786 -7.409
C -1.003 -7.312 -4.965
H -0.497 -5.866 -8.107
H -2.105 -6.680 -7.875
H -0.563 -7.445 -7.654
H 0.473 -5.204 -4.647
H 0.914 -5.734 -6.244
H -0.060 -3.920 -7.289
H 0.839 -3.253 -6.014
H -1.687 -2.158 -6.267
H -1.290 -2.787 -4.701
H -3.597 -3.766 -3.876
H -4.101 -2.421 -5.069
H -4.738 -3.966 -5.193
H -2.342 -3.809 -8.100
H -3.889 -4.546 -7.745
H -3.797 -2.912 -7.632
H -0.023 -7.752 -5.149
H -1.668 -8.051 -5.412
H -1.284 -7.181 -3.920
H -3.557 -6.111 -6.664
C 0.722 -9.181 5.358
C 1.335 -8.260 4.298
C 0.530 -8.459 2.964
C 0.743 -7.363 1.925
C 0.470 -5.999 2.475
C 1.403 -5.604 3.680
N 1.333 -6.793 4.572
O 1.912 -6.444 5.804
C 2.799 -5.276 3.174
C 0.590 -4.398 4.364
C 2.772 -8.632 4.052
H 0.981 -8.787 6.341
H 1.032 -10.213 5.194
H -0.365 -9.189 5.449
H 0.835 -9.373 2.455
H -0.524 -8.561 3.226
H 0.121 -7.471 1.036
H 1.757 -7.427 1.532
H -0.560 -5.951 2.830
H 0.489 -5.214 1.719
H 3.048 -5.992 2.390
H 2.776 -4.254 2.797
H 3.579 -5.198 3.932
H -0.435 -4.712 4.558
H 0.980 -4.035 5.315
H 0.423 -3.525 3.733
H 3.269 -8.197 3.185
H 2.913 -9.712 4.018
H 3.312 -8.203 4.897
H 1.184 -6.669 6.389
C 1.776 3.182 -6.662
C 1.117 4.353 -6.011
C 1.617 4.475 -4.483
C 2.961 5.135 -4.300
C 3.082 6.477 -4.990
C 2.668 6.324 -6.500
N 1.317 5.681 -6.681
O 0.797 5.723 -7.892
C 2.542 7.797 -6.980
C 3.836 5.781 -7.327
C -0.389 3.856 -5.960
H 1.292 2.227 -6.458
H 2.822 3.048 -6.389
H 1.778 3.353 -7.738
H 0.851 5.137 -4.079
H 1.501 3.516 -3.979
H 3.753 4.477 -4.657
H 3.147 5.237 -3.231
H 4.065 6.943 -4.919
H 2.443 7.197 -4.479
H 2.590 7.698 -8.065
H 1.564 8.184 -6.695
H 3.363 8.464 -6.717
H 3.674 5.676 -8.400
H 4.729 6.393 -7.454
H 4.070 4.836 -6.838
H -0.760 3.660 -6.965
H -0.993 4.655 -5.530
H -0.570 3.047 -5.252
H -0.121 5.852 -7.643
C -3.877 1.902 -3.861
C -5.304 2.421 -3.578
C -5.091 3.938 -3.509
C -6.475 4.641 -3.391
C -7.302 4.267 -4.635
C -7.568 2.787 -4.844
N -6.303 2.061 -4.643
O -6.375 0.789 -4.972
C -8.751 2.193 -4.044
C -7.891 2.723 -6.318
C -5.651 1.854 -2.173
H -3.843 0.813 -3.898
H -3.129 2.180 -3.119
H -3.557 2.319 -4.816
H -4.510 4.122 -2.606
H -4.647 4.474 -4.348
H -6.253 5.704 -3.484
H -6.942 4.504 -2.416
H -6.706 4.636 -5.470
H -8.195 4.891 -4.670
H -9.695 2.738 -4.060
H -8.930 1.182 -4.410
H -8.354 2.020 -3.043
H -7.124 2.981 -7.048
H -8.147 1.682 -6.514
H -8.870 3.180 -6.466
H -4.843 2.049 -1.468
H -5.626 0.765 -2.178
H -6.594 2.213 -1.762
H -6.063 0.862 -5.877
C 2.620 0.760 6.254
C 1.155 0.968 5.735
C 0.522 -0.417 5.340
C -0.111 -1.218 6.520
C -1.179 -0.247 7.229
C -0.462 1.005 7.822
N 0.357 1.683 6.777
O 1.005 2.863 7.222
C -1.576 1.958 8.277
C 0.395 0.690 9.020
C 1.094 1.817 4.453
H 3.258 0.070 5.701
H 2.690 0.489 7.307
H 3.142 1.704 6.099
H -0.254 -0.468 4.576
H 1.283 -1.079 4.928
H 0.735 -1.479 7.157
H -0.628 -2.143 6.268
H -1.780 -0.898 7.864
H -1.825 0.221 6.486
H -1.257 2.947 8.607
H -2.405 2.097 7.583
H -2.021 1.481 9.150
H 1.078 -0.098 8.703
H 0.782 1.636 9.397
H -0.252 0.321 9.816
H 1.377 1.332 3.519
H 1.649 2.754 4.405
H 0.076 2.146 4.248
H 0.642 3.566 6.678
C 1.202 -1.248 -2.275
C -0.062 -0.689 -1.478
C -0.019 -1.646 -0.235
C -0.808 -1.186 0.982
C -0.339 0.304 1.307
C -0.469 1.313 0.149
N 0.193 0.705 -1.048
O 0.315 1.554 -2.105
C -1.904 1.761 -0.196
C 0.331 2.565 0.509
C -1.352 -0.872 -2.296
H 0.980 -2.260 -2.616
H 2.166 -1.308 -1.771
H 1.316 -0.752 -3.239
H -0.348 -2.641 -0.532
H 1.002 -1.855 0.085
H -0.643 -1.810 1.860
H -1.869 -1.269 0.744
H 0.684 0.199 1.668
H -0.928 0.644 2.159
H -2.303 2.355 0.626
H -1.788 2.358 -1.101
H -2.518 0.887 -0.416
H 0.049 3.483 -0.006
H 0.225 2.754 1.577
H 1.385 2.291 0.458
H -1.389 -0.164 -3.124
H -2.256 -0.762 -1.698
H -1.307 -1.833 -2.807
H 1.208 1.408 -2.427
*
```

## Properties
Structure (SMILES)   CC1(C)CCCC(C)(C)N1O.CC1(C)CCCC(C)(C)N1O.CC1(C)CCCC(C)(C)N1O.CC1(C)CCCC(C)(C)N1O.CC1(C)CCCC(C)(C)N1O.CC1(C)CCCC(C)(C)N1O.CC1(C)CCCC(C)(C)N1O.CC1(C)CCCC(C)(C)N1O.CC1(C)CCCC(C)(C)N1O
HOMO energy   -0.2918 Eh
Orbital gap   8.23 eV



Model ii:
This record from OMol25 describes a cluster of 9 separate species, C81H171N9O9 in total. The level of theory is the ωB97M-V functional and the def2-TZVPD basis.

Geometry as ORCA input:
```
! RIJCOSX wB97M-V def2-TZVPD def2/J DEFGRID3
* xyz 0 1
C 1.478 -8.742 -1.828
C 0.602 -7.513 -1.583
C -0.212 -7.555 -0.292
C 0.553 -7.180 0.969
C 1.311 -5.867 0.764
C 2.172 -5.814 -0.487
N 1.369 -6.251 -1.630
O 2.025 -6.037 -2.850
C 2.531 -4.336 -0.695
C 3.463 -6.614 -0.259
C -0.429 -7.394 -2.709
H 1.407 -9.067 -2.879
H 1.095 -9.667 -1.385
H 2.551 -8.659 -1.680
H -1.145 -6.989 -0.311
H -0.509 -8.609 -0.225
H 1.255 -8.006 1.138
H -0.043 -7.089 1.876
H 1.976 -5.833 1.636
H 0.645 -5.004 0.844
H 3.414 -4.290 -1.333
H 1.712 -3.855 -1.227
H 2.705 -3.857 0.267
H 4.052 -6.138 0.530
H 3.355 -7.670 -0.034
H 4.092 -6.477 -1.148
H -0.918 -8.362 -2.845
H -0.009 -7.078 -3.665
H -1.127 -6.589 -2.494
H 2.684 -6.742 -2.960
C -2.835 -4.502 -2.805
C -4.257 -5.013 -2.470
C -4.170 -5.969 -1.288
C -4.101 -5.222 0.043
C -5.269 -4.269 0.142
C -5.422 -3.247 -0.976
N -5.152 -3.875 -2.261
O -5.269 -3.054 -3.377
C -6.804 -2.634 -0.907
C -4.409 -2.097 -0.730
C -4.741 -5.790 -3.709
H -2.340 -5.038 -3.613
H -2.157 -4.429 -1.944
H -2.812 -3.435 -3.063
H -4.917 -6.764 -1.262
H -3.196 -6.461 -1.385
H -3.159 -4.656 0.089
H -3.986 -5.882 0.905
H -5.234 -3.733 1.099
H -6.205 -4.836 0.249
H -6.970 -2.252 0.103
H -6.919 -1.775 -1.572
H -7.612 -3.316 -1.178
H -4.391 -1.444 -1.614
H -4.685 -1.449 0.100
H -3.372 -2.438 -0.673
H -4.186 -6.729 -3.721
H -4.690 -5.174 -4.604
H -5.806 -6.021 -3.612
H -4.520 -2.436 -3.354
C -2.588 4.486 -0.959
C -4.032 4.035 -1.013
C -4.073 2.520 -0.763
C -5.371 2.013 -0.132
C -5.750 2.887 1.048
C -5.933 4.358 0.723
N -4.721 4.796 0.054
O -4.639 6.174 -0.150
C -7.198 4.548 -0.141
C -6.074 5.147 2.025
C -4.646 4.334 -2.386
H -2.375 5.491 -1.321
H -1.896 3.850 -1.529
H -2.217 4.379 0.062
H -3.979 1.955 -1.690
H -3.271 2.269 -0.063
H -5.348 0.976 0.208
H -6.150 2.025 -0.906
H -4.849 2.914 1.690
H -6.449 2.432 1.752
H -7.082 3.998 -1.072
H -8.063 4.094 0.350
H -7.456 5.590 -0.342
H -6.140 6.215 1.816
H -6.960 4.838 2.580
H -5.158 5.010 2.604
H -5.580 3.786 -2.549
H -4.005 4.040 -3.220
H -4.945 5.373 -2.548
H -5.370 6.436 -0.734
C -1.574 -2.028 -10.557
C -2.201 -2.186 -9.163
C -1.954 -3.631 -8.727
C -2.035 -3.820 -7.231
C -0.991 -2.941 -6.582
C -1.280 -1.470 -6.840
N -1.492 -1.254 -8.276
O -1.590 0.091 -8.630
C -2.565 -1.019 -6.092
C -0.099 -0.642 -6.361
C -3.692 -1.868 -9.238
H -1.914 -1.082 -10.989
H -2.028 -2.747 -11.249
H -0.495 -2.118 -10.519
H -2.651 -4.264 -9.284
H -0.978 -3.964 -9.092
H -1.878 -4.866 -6.939
H -3.035 -3.663 -6.816
H 0.035 -3.192 -6.873
H -0.929 -3.134 -5.504
H -2.873 -0.055 -6.495
H -3.396 -1.698 -6.276
H -2.325 -0.978 -5.027
H 0.217 -0.830 -5.338
H 0.715 -0.755 -7.085
H -0.314 0.424 -6.494
H -4.286 -2.081 -8.348
H -4.133 -2.461 -10.047
H -3.918 -0.835 -9.524
H -2.532 0.309 -8.682
C 1.055 -0.198 1.955
C 0.257 0.941 1.283
C 1.256 1.962 0.711
C 1.865 1.373 -0.553
C 0.830 0.947 -1.589
C -0.295 0.011 -1.076
N -0.665 0.440 0.269
O -1.597 -0.451 0.836
C -1.468 0.312 -2.010
C 0.203 -1.431 -1.151
C -0.580 1.636 2.346
H 0.444 -0.880 2.552
H 1.783 0.222 2.657
H 1.656 -0.817 1.285
H 0.618 2.780 0.353
H 2.022 2.196 1.444
H 2.479 0.494 -0.329
H 2.562 2.055 -1.053
H 1.443 0.272 -2.207
H 0.556 1.718 -2.307
H -1.228 0.393 -3.072
H -2.332 -0.319 -1.787
H -1.782 1.336 -1.785
H -0.470 -2.150 -0.672
H 0.230 -1.749 -2.195
H 1.170 -1.507 -0.655
H -1.285 2.224 1.747
H -0.099 2.344 3.022
H -1.133 0.952 2.990
H -1.095 -1.223 1.136
C 6.622 6.618 -1.973
C 5.405 5.988 -1.326
C 5.930 5.098 -0.181
C 4.918 4.679 0.854
C 4.276 5.930 1.460
C 3.643 6.835 0.367
N 4.619 7.035 -0.686
O 4.105 7.941 -1.656
C 2.361 6.118 -0.073
C 3.309 8.144 1.061
C 4.667 5.117 -2.337
H 7.253 7.128 -1.244
H 6.342 7.314 -2.764
H 7.240 5.835 -2.420
H 6.356 4.198 -0.646
H 6.817 5.566 0.259
H 5.419 4.140 1.662
H 4.138 4.050 0.414
H 5.105 6.505 1.884
H 3.512 5.610 2.166
H 2.419 5.048 -0.260
H 1.566 6.204 0.678
H 1.924 6.642 -0.930
H 3.097 8.926 0.333
H 2.497 8.037 1.783
H 4.134 8.477 1.699
H 5.165 4.154 -2.485
H 4.480 5.576 -3.308
H 3.684 4.785 -1.986
H 4.686 8.706 -1.601
C -0.893 -5.049 3.667
C -1.343 -3.788 4.461
C -2.478 -4.257 5.377
C -1.948 -4.957 6.633
C -1.019 -4.035 7.389
C 0.142 -3.537 6.538
N -0.318 -3.116 5.236
O 0.737 -2.660 4.414
C 0.782 -2.362 7.289
C 1.256 -4.631 6.469
C -1.979 -2.802 3.491
H 0.148 -5.310 3.890
H -0.980 -4.942 2.587
H -1.382 -5.980 3.965
H -3.053 -3.390 5.717
H -3.155 -4.954 4.889
H -1.518 -5.932 6.377
H -2.811 -5.216 7.255
H -0.641 -4.562 8.266
H -1.592 -3.166 7.722
H 0.193 -1.447 7.168
H 1.011 -2.630 8.315
H 1.687 -2.043 6.761
H 1.302 -5.196 7.402
H 1.028 -5.338 5.672
H 2.261 -4.225 6.353
H -2.702 -2.137 3.965
H -2.623 -3.382 2.815
H -1.287 -2.252 2.861
H 1.305 -3.441 4.325
C 6.960 -3.349 0.387
C 6.720 -1.998 1.087
C 8.094 -1.367 1.291
C 8.092 0.147 1.463
C 7.214 0.838 0.390
C 5.807 0.265 0.234
N 5.934 -1.197 0.180
O 4.680 -1.812 -0.117
C 4.978 0.634 1.464
C 5.304 0.781 -1.096
C 6.047 -2.323 2.425
H 7.637 -3.985 0.956
H 7.255 -3.178 -0.647
H 6.011 -3.892 0.326
H 8.488 -1.779 2.226
H 8.792 -1.657 0.504
H 9.098 0.560 1.407
H 7.684 0.448 2.433
H 7.831 0.805 -0.511
H 7.159 1.879 0.726
H 5.576 0.514 2.369
H 4.691 1.692 1.480
H 4.094 0.018 1.624
H 4.391 0.369 -1.529
H 5.112 1.861 -1.090
H 6.094 0.719 -1.849
H 6.073 -1.527 3.173
H 6.538 -3.199 2.855
H 4.995 -2.582 2.290
H 4.575 -1.539 -1.033
C -2.320 6.076 4.677
C -1.188 6.422 3.699
C -1.280 7.906 3.356
C -0.836 8.761 4.531
C 0.599 8.426 4.933
C 0.806 6.931 5.199
N 0.138 6.114 4.203
O 0.251 4.744 4.530
C 2.311 6.644 5.209
C 0.292 6.707 6.678
C -1.412 5.614 2.422
H -2.546 5.020 4.830
H -3.243 6.614 4.441
H -2.128 6.424 5.695
H -0.621 8.116 2.508
H -2.307 8.174 3.112
H -1.403 8.540 5.446
H -1.005 9.823 4.351
H 0.930 9.139 5.688
H 1.258 8.702 4.088
H 2.660 6.410 4.199
H 2.918 7.501 5.515
H 2.574 5.875 5.936
H -0.020 7.604 7.211
H -0.487 5.952 6.754
H 1.111 6.305 7.282
H -0.537 5.859 1.815
H -2.336 5.845 1.891
H -1.450 4.552 2.662
H 1.164 4.512 4.331
*
```

## Properties
Structure (SMILES)   CC1(C)CCCC(C)(C)N1O.CC1(C)CCCC(C)(C)N1O.CC1(C)CCCC(C)(C)N1O.CC1(C)CCCC(C)(C)N1O.CC1(C)CCCC(C)(C)N1O.CC1(C)CCCC(C)(C)N1O.CC1(C)CCCC(C)(C)N1O.CC1(C)CCCC(C)(C)N1O.CC1(C)CCCC(C)(C)N1O
HOMO energy   -0.2884 Eh
Orbital gap   8.25 eV



Stability comparison, relative energies in eV: model i 5.209; model ii 0.000